1.
# C14H23F3NPW

A molecular structure, C14H23F3NPW at a distorted geometry (ωB97M-V/def2-TZVPD, the OMol25 dataset).

Properties
Kohn-Sham gap (alpha / beta) (eV): 5.86 / 4.25
HOMO energy (alpha / beta) (eV): -15.771 / -15.736
E (eV): -35625.0586

Geometry as ORCA input:
```
! RIJCOSX wB97M-V def2-TZVPD def2/J DEFGRID3
* xyz 2 3
C -0.663 -0.334 -3.648
C 0.130 0.724 -3.210
C 0.597 0.777 -1.879
C 0.332 -0.279 -0.987
C -0.441 -1.367 -1.457
C -0.936 -1.390 -2.773
C 1.321 2.025 -1.461
C 1.342 2.424 0.037
N 0.066 1.997 0.834
W 0.905 -0.074 1.149
C -0.763 -2.422 -0.453
P -0.579 -1.794 1.300
H 0.388 1.539 -3.900
H -1.577 -2.223 -3.069
H -1.040 -0.377 -4.680
H -0.180 -3.348 -0.498
H -1.804 -2.742 -0.432
H 2.377 1.897 -1.720
H 0.975 2.897 -2.058
H 2.241 1.967 0.581
C -0.363 -3.324 2.259
C -2.301 -1.302 1.689
H 1.422 3.549 0.092
C -1.197 2.115 0.011
C -0.060 2.997 1.976
H 1.302 -1.614 1.903
H -1.684 3.067 0.232
H -0.966 2.132 -1.050
H -1.929 1.345 0.253
H -0.897 3.667 1.748
H -0.272 2.552 2.957
H 0.864 3.589 2.015
H -2.864 -2.229 1.839
H -2.239 -0.724 2.620
H -2.757 -0.708 0.884
H -1.167 -4.029 2.012
H 0.611 -3.768 2.010
H -0.401 -3.035 3.318
H -0.321 0.459 2.207
F 3.337 -0.198 -0.970
C 2.802 -0.994 0.037
F 2.528 -2.199 -0.615
F 3.862 -1.245 0.898
*
```



2.
# C14H23I2O4P2Ru

A molecular structure, C14H23I2O4P2Ru at a distorted geometry (ωB97M-V/def2-TZVPD, the OMol25 dataset).

Properties
Kohn-Sham gap (alpha / beta) (eV): 7.65 / 5.10
HOMO energy (alpha / beta) (eV): -13.984 / -15.106
E (eV): -60425.1074

Geometry as ORCA input:
```
! RIJCOSX wB97M-V def2-TZVPD def2/J DEFGRID3
* xyz 2 6
I 0.261 -3.527 -1.112
I -0.682 -0.778 -3.842
Ru -0.094 -0.827 -1.094
P 2.105 -0.758 -1.806
C 3.192 -0.751 -0.364
C 2.719 -2.081 -2.912
H 3.691 -1.802 -3.335
H 3.518 0.721 -3.038
H 2.012 -2.261 -3.725
H 1.778 0.880 -3.538
H 2.785 -1.448 0.377
H 2.834 -3.003 -2.332
C 2.475 0.787 -2.687
H 4.198 -1.088 -0.667
H 2.351 1.627 -1.975
H 3.205 0.263 0.059
P -2.407 -1.272 -1.006
C -2.864 -1.139 0.742
C -3.571 -0.133 -1.835
H -2.634 -3.125 -2.572
H -4.110 -2.853 -1.578
H -2.679 -3.697 -0.870
C -3.014 -2.917 -1.565
H -3.336 -0.113 -2.909
H -4.618 -0.458 -1.677
H -3.956 -1.151 0.800
H -2.477 -0.184 1.130
H -3.423 0.870 -1.406
H -2.439 -1.976 1.312
C 0.231 -0.946 0.717
O 0.397 -0.906 1.873
O -1.658 2.425 1.509
C -0.645 2.279 2.409
C -0.903 2.257 3.800
C 0.171 2.315 4.691
C 1.487 2.408 4.203
C 1.735 2.367 2.828
C 0.672 2.194 1.925
C 0.938 1.995 0.446
O 2.087 2.290 0.067
O -0.015 1.495 -0.253
H -2.454 2.688 1.996
H -1.936 2.164 4.144
H 0.016 2.267 5.778
H 2.319 2.477 4.904
H 2.735 2.425 2.390
*
```



3.
# C14H23N3O4

C14H23N3O4 in the gas phase (ωB97M-V/def2-TZVPD, the OMol25 dataset).

Properties
Kohn-Sham gap (eV): 9.39
SMILES string: CCOC(=O)[C@H]1C(=O)NC(N2CCOCC2)=N[C@@H]1C(C)C
HOMO energy (eV): -8.702
E (eV): -27552.4481

Geometry as ORCA input:
```
! RIJCOSX wB97M-V def2-TZVPD def2/J DEFGRID3
* xyz 0 1
C 3.864 0.289 -2.079
C 2.439 0.815 -2.016
O 1.625 0.012 -1.154
C 1.130 -1.112 -1.682
O 1.292 -1.451 -2.823
C 0.279 -1.883 -0.688
C 0.856 -1.754 0.703
O 1.626 -2.546 1.195
N 0.462 -0.629 1.364
C -0.561 0.209 0.902
N -0.783 1.333 1.658
C -1.861 2.205 1.219
C -1.345 3.207 0.183
O -0.264 3.957 0.700
C 0.790 3.119 1.106
C 0.327 2.116 2.173
N -1.311 -0.073 -0.081
C -1.167 -1.322 -0.767
C -2.218 -2.352 -0.292
C -2.083 -2.694 1.189
C -3.618 -1.817 -0.586
H 4.473 0.959 -2.680
H 3.874 -0.699 -2.531
H 4.287 0.223 -1.079
H 1.991 0.824 -3.015
H 2.408 1.819 -1.586
H 0.297 -2.932 -0.996
H 0.822 -0.508 2.300
H -2.647 1.590 0.788
H -2.233 2.739 2.099
H -2.116 3.930 -0.082
H -1.030 2.656 -0.714
H 1.569 3.774 1.499
H 1.180 2.556 0.244
H 1.165 1.483 2.462
H -0.031 2.658 3.054
H -1.384 -1.114 -1.824
H -2.060 -3.264 -0.879
H -1.116 -3.140 1.407
H -2.206 -1.800 1.798
H -2.854 -3.407 1.472
H -3.778 -0.885 -0.051
H -3.740 -1.627 -1.650
H -4.371 -2.537 -0.274
*
```